59
Properties=species:S:1:pos:R:3:nbo_charge:R:1 method="wB97M-V/def2-TZVPD" homo_energy_ev="-6.90 / -7.45" multiplicity=3 s2=2.018 orbital_gap_ev="5.2 / 5.8"
V -0.362 0.284 -0.032 1.036
Cl 5.136 2.503 3.780 0.008
C 3.812 1.719 2.993 -0.092
C 3.716 0.324 3.059 -0.169
C 2.669 -0.305 2.431 -0.219
C 1.679 0.419 1.744 0.397
O 0.698 -0.170 1.154 -0.720
C 1.761 1.858 1.714 -0.222
C 0.684 2.631 1.222 0.219
N -0.407 2.057 0.778 -0.526
C -1.643 2.590 0.582 0.131
C -2.044 3.916 0.421 -0.191
C -3.384 4.191 0.167 -0.184
C -4.343 3.199 0.126 -0.183
C -3.986 1.853 0.336 -0.097
C -4.875 0.756 0.341 -0.081
C -4.390 -0.504 0.623 -0.253
C -3.030 -0.697 0.815 0.104
N -2.155 0.300 0.711 -0.506
C -2.619 1.557 0.536 0.245
C 2.871 2.469 2.332 -0.141
H 4.467 -0.248 3.582 0.233
H 2.578 -1.383 2.471 0.218
H 0.743 3.712 1.316 0.197
H -1.325 4.719 0.441 0.225
H -3.682 5.212 -0.018 0.226
H -5.378 3.432 -0.079 0.222
H -5.918 0.918 0.130 0.225
H -5.052 -1.353 0.681 0.234
H -2.609 -1.675 1.014 0.211
H 2.975 3.542 2.281 0.227
S 0.114 1.637 -1.828 -0.188
C 0.234 0.552 -3.171 -0.049
C 1.048 0.841 -4.254 -0.197
C 1.119 -0.049 -5.320 -0.147
C 2.006 0.212 -6.384 0.287
N 2.747 0.446 -7.227 -0.304
C 0.329 -1.217 -5.317 -0.149
C -0.494 -1.498 -4.232 -0.169
C -0.524 -0.632 -3.147 -0.189
S -1.502 -0.916 -1.743 -0.248
C 0.386 -2.111 -6.407 0.274
N 0.410 -2.855 -7.279 -0.302
H 1.642 1.741 -4.248 0.236
H -1.102 -2.391 -4.231 0.229
C 1.324 -5.470 0.171 -0.658
C 2.157 -4.297 -0.162 0.346
N 3.428 -4.265 -0.398 -0.265
N 3.714 -2.981 -0.719 -0.379
C 2.615 -2.189 -0.698 0.213
S 2.482 -0.619 -1.172 -0.162
N 1.610 -3.041 -0.297 -0.238
N 0.313 -2.645 -0.050 -0.641
H 1.942 -6.357 0.228 0.255
H 0.567 -5.610 -0.600 0.238
H 0.820 -5.321 1.124 0.221
H 4.649 -2.697 -0.963 0.432
H -0.293 -2.702 -0.875 0.410
H -0.082 -3.147 0.740 0.370


26
Properties=species:S:1:pos:R:3:nbo_charge:R:1 method="wB97M-V/def2-TZVPD" homo_energy_ev="-13.97 / -13.97" multiplicity=2 s2=0.768 orbital_gap_ev="9.5 / 5.8" total_charge=+1
C -1.852 -1.064 -2.382 -0.393
C -2.910 -1.240 -1.322 -0.632
C -0.868 -2.243 -2.558 -0.590
H -1.099 -0.295 -2.153 0.160
H -2.252 -0.741 -3.344 0.214
H -2.844 -2.201 -0.820 0.213
H -2.952 -0.503 -0.510 0.200
H -1.296 -3.169 -2.917 0.219
H -0.409 -2.386 -1.579 0.183
H -3.920 -1.230 -1.733 0.228
H -0.033 -1.863 -3.147 0.204
C 0.065 2.257 -0.578 -0.692
C 0.052 1.272 1.778 -0.174
C 0.596 1.350 0.456 0.263
C 0.594 0.422 2.685 -0.179
C 1.763 0.576 0.146 -0.164
C 1.656 -0.438 2.324 0.049
C 2.291 -0.274 1.060 -0.188
H -0.783 1.913 2.032 0.253
H 0.132 0.299 3.651 0.256
H -0.534 3.061 -0.138 0.255
H -0.549 1.678 -1.278 0.295
H 2.229 0.578 -0.828 0.251
H 1.954 -1.272 2.949 0.247
H 3.072 -0.971 0.770 0.256
H 0.863 2.711 -1.154 0.267


Result set for relative energy (zero: lowest compared OMol25 entry of this formula, charge and spin): 274.3 33.9 kJ/mol, one per record in the order listed.
Result set for max |F|: 6.91 1.53 eV/A, one per record in the order listed.
Result set for molar mass: 653.094 136.238 g/mol, one per record in the order listed.